# C5H32N2O11

A cluster of 11 separate species, C5H32N2O11 in total at a distorted geometry (ωB97M-V/def2-TZVPD, the Open Molecules 2025 dataset).

Each line ends with the natural charge from an NBO analysis.
Cartesian coordinates (Å):
C 1.236 2.739 2.137  -0.61
C 0.855 1.398 1.518  -0.21
N 0.287 1.616 0.177  -0.67
C -0.178 0.388 -0.447  -0.23
C -1.214 0.670 -1.539  -0.23
N -2.544 0.853 -0.984  -0.61
C -3.381 -0.192 -0.845  0.54
O -4.388 -0.152 -0.137  -0.66
H 1.769 2.599 3.077  0.22
H 0.333 3.335 2.302  0.21
H 1.858 3.294 1.442  0.20
H 0.195 0.827 2.186  0.18
H 1.739 0.764 1.399  0.18
H -0.453 2.312 0.244  0.40
H 0.662 -0.160 -0.898  0.19
H -0.634 -0.318 0.252  0.19
H -1.203 -0.138 -2.276  0.21
H -0.944 1.577 -2.104  0.21
H -2.653 1.690 -0.418  0.43
H -3.209 -1.093 -1.430  0.14
O -4.348 0.758 2.435  -0.99
H -4.318 0.520 1.472  0.51
H -5.160 0.374 2.742  0.48
O -2.271 3.618 0.679  -1.02
H -2.687 3.491 1.565  0.51
H -2.507 4.521 0.391  0.48
O 3.160 0.920 -3.682  -1.00
H 2.885 1.417 -2.874  0.51
H 2.554 1.237 -4.351  0.48
O 3.023 -4.221 -0.134  -1.00
H 3.688 -4.416 0.547  0.48
H 3.217 -3.270 -0.357  0.51
O 0.463 -5.086 0.249  -0.99
H 0.582 -6.048 0.241  0.47
H 1.371 -4.721 0.080  0.51
O 4.387 -1.532 -3.277  -0.99
H 3.978 -0.651 -3.482  0.52
H 3.927 -2.192 -3.808  0.48
O 2.392 2.350 -1.486  -1.02
H 3.016 2.897 -1.000  0.48
H 1.590 2.164 -0.919  0.51
O 3.775 -1.668 -0.577  -0.99
H 4.107 -1.677 -1.514  0.52
H 3.223 -0.897 -0.476  0.48
O -0.312 -4.313 2.809  -0.99
H -1.283 -4.349 2.763  0.46
H 0.025 -4.571 1.919  0.50
O -3.406 3.248 3.035  -0.98
H -2.780 3.036 3.734  0.48
H -3.822 2.375 2.814  0.52

Summary:
LUMO level, eV: 0.31
SMILES: CCNCCNC=O.O.O.O.O.O.O.O.O.O.O
HOMO energy, eV: -9.98
Orbital gap, eV: 10.29
Charge: 0
Energy relative to the best compared isomer or geometry (same formula, charge and spin), kcal/mol: 15.1
F_max, eV Å⁻¹: 1.758



# C6H18FN4O8PS

A cluster of 3 separate species, C6H18FN4O8PS in total (ωB97M-V/def2-TZVPD, the Open Molecules 2025 dataset).

Each line ends with the natural charge from an NBO analysis.
Cartesian coordinates (Å):
C 3.180 -0.311 0.675  -0.61
C 3.159 1.096 0.053  -0.43
C 2.221 1.274 -1.124  -0.06
O 0.871 1.502 -0.714  -0.54
C 0.042 0.400 -0.870  0.08
N -1.358 0.793 -0.530  -0.98
P -2.299 -0.716 -0.896  1.41
N -3.870 -0.378 -0.359  -1.18
O -1.722 -1.729 0.235  -1.00
S -1.386 1.484 0.979  2.54
O -1.052 0.515 1.976  -0.95
O -0.822 2.772 0.993  -0.87
F -2.918 1.729 1.121  -0.48
H 4.125 -0.814 0.483  0.19
H 2.405 -0.954 0.258  0.20
H 3.026 -0.283 1.751  0.22
H 2.945 1.844 0.815  0.22
H 4.160 1.322 -0.320  0.21
H 2.286 0.406 -1.786  0.18
H 2.517 2.146 -1.705  0.19
H 0.002 0.073 -1.915  0.19
H 0.365 -0.443 -0.253  0.17
H -4.084 -0.868 0.505  0.40
H -4.523 -0.727 -1.052  0.40
H -1.704 -1.374 1.139  0.51
C -6.119 1.304 1.888  -0.49
N -6.913 0.086 2.199  0.54
O -6.610 -0.939 1.614  -0.40
O -7.801 0.187 3.013  -0.36
H -5.375 1.041 1.150  0.24
H -6.801 2.060 1.509  0.24
H -5.660 1.641 2.813  0.24
C 5.932 -2.591 -1.750  -0.48
N 5.361 -1.292 -2.204  0.54
O 6.124 -0.376 -2.415  -0.36
O 4.154 -1.242 -2.324  -0.39
H 7.008 -2.484 -1.686  0.23
H 5.490 -2.815 -0.784  0.24
H 5.643 -3.341 -2.480  0.24

Summary:
LUMO level, eV: 0.03
SMILES: CCCOCN(P(N)O)S(=O)(=O)F.C[N+](=O)[O-].C[N+](=O)[O-]
HOMO energy, eV: -9.78
Orbital gap, eV: 9.81
Charge: 0
F_max, eV Å⁻¹: 0.781



# CH3O4S

A cluster of 2 separate species, CH3O4S in total at a distorted geometry (ωB97M-V/def2-TZVPD, the Open Molecules 2025 dataset).

Each line ends with the natural charge from an NBO analysis.
Cartesian coordinates (Å):
C 0.430 0.923 0.607  0.65
O -1.763 -1.367 -0.178  -0.92
O 0.704 -2.040 -1.094  -0.92
O -0.840 0.888 0.559  -0.81
O 1.296 0.089 0.388  -0.75
S -0.862 -1.536 -1.497  0.67
H 0.673 1.924 0.875  0.02
H -1.868 -0.493 0.225  0.53
H 0.965 -1.181 -0.542  0.51

Summary:
LUMO level, eV: 3.89
HOMO energy, eV: -3.74
Orbital gap, eV: 7.63
Charge: -1
Energy relative to the best compared isomer or geometry (same formula, charge and spin), kcal/mol: 18.3
F_max, eV Å⁻¹: 3.266



Among the records above, which one has the highest F_max?
CH3O4S



Among the records above, which one has the lowest F_max?
C6H18FN4O8PS